94
Properties=species:S:1:pos:R:3 method="wB97M-V/def2-TZVPD" lumo_energy_ev=-8.7 molar_mass_g_mol=867.65 e_homo_ev=-15.160 total_charge=+3 multiplicity=1 energy_ev=-149496.2685
Ga 0.5429 0.4081 -0.1104
O 0.9772 3.9781 0.5027
S 0.0792 2.9525 0.0080
C -0.6818 3.4964 -1.5253
C -0.8400 4.8437 -1.7969
C -1.6156 5.2371 -2.8782
C -2.2479 4.2763 -3.6541
C -2.0325 2.9256 -3.4233
C -1.2109 2.5193 -2.3704
P -0.7006 0.7695 -2.2197
C -2.2251 -0.2006 -2.2144
C -2.9185 -0.2812 -1.0077
C -4.1570 -0.8900 -0.9710
C -4.6988 -1.4269 -2.1326
C -3.9857 -1.3849 -3.3199
C -2.7427 -0.7764 -3.3699
C 0.3121 0.3784 -3.6722
C -0.1152 0.6438 -4.9740
C 0.6829 0.2699 -6.0416
C 1.9068 -0.3442 -5.8256
C 2.3372 -0.5984 -4.5309
C 1.5416 -0.2428 -3.4581
C -1.4296 2.9823 1.0422
C -2.3407 4.0210 0.9781
C -3.4078 4.0723 1.8642
C -3.5772 3.0712 2.8077
C -2.6723 2.0233 2.8792
C -1.5909 1.9701 1.9969
P -0.2670 0.7455 2.1875
C -0.8124 -0.8790 2.7690
C 0.2450 -1.7255 3.1106
C -0.0076 -3.0119 3.5383
C -1.3190 -3.4548 3.6365
C -2.3682 -2.6200 3.2832
C -2.1245 -1.3335 2.8271
C 0.7978 1.4261 3.5033
C 2.1700 1.1858 3.5217
C 2.9324 1.6238 4.5901
C 2.3393 2.3391 5.6198
C 0.9772 2.5920 5.5931
C 0.1991 2.1272 4.5488
H -0.3491 5.5652 -1.1608
H -1.7442 6.2874 -3.0924
H -2.9002 4.5809 -4.4580
H -2.5286 2.1944 -4.0465
H -2.4680 0.1395 -0.1033
H -4.7074 -0.9397 -0.0456
H -5.6758 -1.8843 -2.1110
H -4.3960 -1.8169 -4.2185
H -2.1794 -0.7593 -4.2915
H -1.0511 1.1476 -5.1613
H 0.3423 0.4601 -7.0475
H 2.5272 -0.6201 -6.6640
H 3.2910 -1.0736 -4.3638
H 1.8637 -0.4446 -2.4353
H -2.2118 4.8045 0.2491
H -4.0941 4.9049 1.8182
H -4.4058 3.1174 3.4971
H -2.7992 1.2546 3.6302
H 1.2604 -1.3466 3.0625
H 0.8098 -3.6565 3.8201
H -1.5173 -4.4469 4.0072
H -3.3844 -2.9713 3.3807
H -2.9483 -0.6927 2.5442
H 2.6391 0.6506 2.7032
H 3.9879 1.3985 4.6188
H 2.9339 2.6932 6.4470
H 0.5125 3.1472 6.3919
H -0.8629 2.3161 4.5588
N 2.6269 -3.2156 0.1810
C 1.8723 -4.3609 -0.1725
C 2.5159 -5.5849 -0.2599
C 1.8145 -6.7218 -0.6438
C 0.4765 -6.6248 -0.9713
C -0.1757 -5.3964 -0.8939
C 0.5192 -4.2787 -0.4810
S -0.3418 -2.7081 -0.3326
N 0.9555 -1.6076 -0.1511
C 2.1959 -1.9524 0.0874
C 3.1511 -0.8355 0.2246
C 4.5026 -0.9983 0.5155
C 5.3293 0.1167 0.5479
C 4.7791 1.3751 0.3389
C 3.4145 1.4774 0.1189
N 2.6302 0.3994 0.0421
H 3.6090 -3.3971 0.3423
H 3.5669 -5.6493 -0.0244
H 2.3204 -7.6729 -0.6890
H -0.0708 -7.4940 -1.2945
H -1.2201 -5.3148 -1.1485
H 4.9308 -1.9652 0.7265
H 6.3855 -0.0078 0.7386
H 5.3922 2.2612 0.3437
H 2.9249 2.4388 0.0137

10
Properties=species:S:1:pos:R:3 method="wB97M-V/def2-TZVPD" lumo_energy_ev=-0.7 molar_mass_g_mol=213.04 e_homo_ev=-7.884 de_lowest_kj_mol=267.9 multiplicity=1 energy_ev=-23598.2564
C -0.9854 -0.9561 0.3301
C 0.3826 -1.0372 0.1515
C 0.7070 1.5232 0.2323
N -1.6101 0.1563 0.2245
S 1.4478 0.1936 -0.2058
I -3.6911 0.0531 -0.0343
H -1.4696 -1.9431 0.2587
H 0.8137 -2.0022 0.1261
H 0.9860 2.4679 -0.2121
H 0.0918 1.4275 1.0745

Asked for F_max across the records above, the calculation gives 1.9; 2.1 eV/Å in order.